1.
The following is a quantum chemistry calculation of C4H6O2 as an isolated structure in a non-equilibrium geometry, from OMol25.

XYZ file:
```
12
Properties=species:S:1:pos:R:3:forces:R:3
O 1.763 0.155 -0.426 -0.07 0.00 0.07
O -0.205 -0.493 2.413 1.45 0.49 -0.62
C -1.224 0.486 -2.210 0.35 0.16 0.41
C 0.414 0.449 -0.097 -0.55 -0.12 0.28
C -0.492 0.479 -1.258 0.14 0.46 -0.90
C -0.271 -0.682 0.600 -1.54 1.16 2.56
H 0.333 1.396 0.455 -0.04 -0.24 -0.01
H 0.439 -1.157 2.678 -0.32 -0.33 0.25
H 0.190 -1.625 0.275 -0.47 0.02 0.73
H 2.102 0.843 -1.011 -0.07 -0.05 0.03
H -1.178 -0.420 1.625 1.29 -1.45 -2.59
H -1.869 0.569 -3.043 -0.18 -0.10 -0.21
```
Positions in Å, forces in eV/Å.

List of natural (NBO) charges in e, atom by atom: -0.707 -0.884 -0.217 -0.065 -0.026 -0.210 0.216 0.497 0.208 0.477 0.472 0.237

---

2.
The following is a quantum chemistry calculation of a 2-piece molecular cluster, C4H6O2 overall, from OMol25.

XYZ file:
```
12
Properties=species:S:1:pos:R:3:forces:R:3
O 1.415 -0.308 1.268 -0.10 -0.24 0.05
O -0.212 -0.603 -1.603 -0.05 -0.02 -0.17
C -1.228 0.738 0.216 0.01 0.08 0.04
C 0.944 -0.831 -0.876 0.32 -0.18 0.02
C -0.372 -0.450 -0.168 -0.55 0.12 0.18
C 1.307 0.181 0.064 0.06 0.24 -0.12
H -1.135 1.577 -0.480 0.02 -0.13 0.05
H -2.271 0.403 0.216 0.17 0.01 0.01
H -0.980 1.064 1.229 -0.01 -0.08 -0.11
H 1.409 1.240 -0.155 -0.02 -0.09 0.00
H 1.274 -1.864 -0.780 -0.02 0.16 0.08
H 0.302 -0.966 1.051 0.17 0.11 -0.04
```
Positions in Å, forces in eV/Å.

List of natural (NBO) charges in e, atom by atom: -0.679 -0.468 -0.625 0.092 0.022 0.189 0.213 0.233 0.236 0.204 0.206 0.378

---

3.
The following is a quantum chemistry calculation of a 2-piece molecular cluster, C4H6O2 overall, from OMol25.

**SMILES**: O=C/C=C1\CO1.[H][H]

XYZ file:
```
12
Properties=species:S:1:pos:R:3:forces:R:3
O -2.021 -0.648 1.225 -0.05 0.00 -0.43
O 1.662 -0.282 -0.528 -0.06 -0.03 -0.20
C -2.019 -0.642 0.010 0.01 0.00 0.27
C -0.815 -0.526 -0.823 0.20 0.02 0.07
C 0.369 -0.409 -0.226 -0.06 -0.01 -0.04
C 1.254 -0.305 0.891 -0.04 0.01 0.28
H 1.041 2.802 -0.322 0.04 -0.04 -0.02
H 1.365 0.649 1.401 -0.04 -0.14 -0.09
H -0.890 -0.534 -1.905 0.01 -0.01 0.14
H -2.970 -0.730 -0.554 0.10 0.01 0.10
H 1.560 -1.197 1.431 -0.07 0.12 -0.10
H 1.478 2.258 -0.580 -0.04 0.08 0.01
```
Positions in Å, forces in eV/Å.

List of natural (NBO) charges in e, atom by atom: -0.547 -0.435 0.404 -0.460 0.401 -0.124 -0.002 0.209 0.234 0.113 0.208 -0.002

---

4.
The following is a quantum chemistry calculation of C4H6O2 as an isolated structure, from OMol25.

XYZ file:
```
12
Properties=species:S:1:pos:R:3:forces:R:3
O 0.237 -1.773 0.651 0.11 0.45 -0.12
O -0.095 1.782 -0.301 -0.10 -0.62 0.11
C -1.838 0.119 -0.230 -0.01 0.03 0.11
C -0.418 0.629 -0.223 -0.14 0.72 -0.03
C 0.790 -0.726 0.415 0.16 -0.38 0.07
C 2.044 -0.156 0.319 -0.07 -0.06 0.16
H -1.986 -0.638 0.541 0.10 0.06 -0.11
H 2.937 -0.740 0.536 -0.21 0.08 0.02
H -2.113 -0.330 -1.192 0.29 0.05 0.12
H -2.487 0.981 -0.054 0.10 -0.14 -0.03
H 0.804 -0.073 -0.723 -0.10 -0.05 -0.13
H 2.125 0.924 0.261 -0.14 -0.14 -0.17
```
Positions in Å, forces in eV/Å.

List of natural (NBO) charges in e, atom by atom: -0.592 -0.500 -0.736 0.486 0.332 -0.546 0.265 0.234 0.252 0.243 0.317 0.245

---

5.
The following is a quantum chemistry calculation of a 3-piece molecular cluster, C4H6O2 overall in a non-equilibrium geometry, from OMol25.

XYZ file:
```
12
Properties=species:S:1:pos:R:3:forces:R:3
O 2.307 1.044 0.326 -0.04 -0.21 1.43
O 0.181 0.301 -1.640 0.01 0.09 0.12
C -1.980 -0.130 -0.400 0.14 -0.01 -0.24
C 2.238 0.849 1.445 0.11 0.25 -1.35
C -1.096 0.398 0.725 0.16 0.10 0.28
C -0.772 0.199 -0.710 -0.38 -0.11 0.12
H 1.294 -1.828 -0.489 0.04 -0.06 0.04
H -2.961 -0.505 -0.634 0.16 0.06 0.02
H -1.261 1.408 1.120 0.02 -0.14 -0.11
H 0.974 0.665 -1.222 -0.13 -0.07 -0.12
H 1.783 -2.107 -0.002 -0.04 0.01 -0.03
H -0.707 -0.295 1.482 -0.06 0.09 -0.16
```
Positions in Å, forces in eV/Å.

List of natural (NBO) charges in e, atom by atom: -0.546 -0.647 -0.293 0.551 -0.456 0.320 0.003 0.228 0.174 0.500 -0.006 0.174

---

6.
The following is a quantum chemistry calculation of one molecule with the formula C4H6O2 in a non-equilibrium geometry, from OMol25.

**SMILES**: C[C@H](O)C=C=O

XYZ file:
```
12
Properties=species:S:1:pos:R:3:forces:R:3
O -0.283 -0.858 1.162 0.14 -0.09 0.21
O -1.375 -2.601 -1.164 0.55 0.92 -0.23
C -0.189 -0.416 -1.135 -0.16 -0.04 -0.08
C -0.819 -1.577 -1.192 -0.35 -0.75 -0.20
C -0.329 0.228 0.241 -0.10 0.14 0.04
C 0.693 1.273 0.660 0.04 0.02 -0.10
H 0.445 1.570 1.686 0.06 -0.03 -0.23
H 0.264 -0.002 -2.025 -0.05 0.06 0.13
H -1.331 0.663 0.332 0.11 -0.07 0.11
H 0.484 -1.361 0.846 -0.16 -0.11 0.50
H 1.702 0.847 0.674 -0.11 0.08 -0.12
H 0.677 2.166 0.030 0.02 -0.13 -0.02
```
Positions in Å, forces in eV/Å.

List of natural (NBO) charges in e, atom by atom: -0.707 -0.446 -0.618 0.742 0.102 -0.625 0.226 0.265 0.179 0.462 0.206 0.212

---

Computed ΔE to the lowest compared entry with this formula, charge and spin, in the same sequence as the records: 159.5, 152.0, 82.5, 99.2, 98.9, 36.2 kcal per mole.
Computed E_tot, in the same sequence as the records: -306.2520, -306.2640, -306.3748, -306.3481, -306.3487, -306.4487 Ha.
Computed HOMO-LUMO gap, in the same sequence as the records: 9.699, 9.781, 10.288, 8.591, 9.681, 9.942 eV.